[1]
{
  "formula": "C6H12NO3",
  "method": "ωB97M-V/def2-TZVPD",
  "species": ["C", "C", "C", "O", "O", "H", "H", "H", "H", "H", "C", "C", "C", "O", "N", "H", "H", "H", "H", "H", "H", "H"],
  "positions_angstrom": [[1.253, -2.029, -1.963], [0.809, -1.021, -3.008], [1.310, -1.462, -0.528], [1.500, -0.224, -0.411], [1.167, -2.284, 0.403], [0.659, -2.944, -1.962], [2.264, -2.403, -2.178], [-0.281, -0.903, -2.996], [1.072, -1.321, -4.031], [1.259, -0.048, -2.810], [-1.360, 2.122, 0.508], [-1.791, 1.128, -0.586], [-1.063, 1.482, 1.862], [-1.497, 1.960, 2.906], [-0.307, 0.381, 1.788], [-0.448, 2.683, 0.276], [-2.136, 2.865, 0.691], [-0.990, 0.896, -1.291], [-2.590, 1.560, -1.188], [0.197, 0.022, 2.580], [0.027, 0.013, 0.897], [-2.122, 0.211, -0.104]],
  "e_above_lowest_kj_mol": 0.0,
  "energy_ev": -14052.0165,
  "homo_energy_ev": -4.66,
  "homo_lumo_gap_ev": 8.40,
  "charge": -1,
  "lumo_ha": 0.137
}

[2]
{
  "formula": "C12H7F5N3O8OsP2",
  "method": "ωB97M-V/def2-TZVPD",
  "species": ["Os", "C", "C", "O", "P", "O", "O", "O", "P", "O", "O", "O", "H", "H", "H", "H", "H", "H", "H", "N", "C", "C", "C", "N", "C", "N", "F", "C", "C", "F", "C", "F", "C", "O", "C", "F", "C", "F"],
  "positions_angstrom": [[-0.205, 0.683, 0.377], [3.236, -0.952, 3.147], [2.461, 0.332, 2.880], [2.770, 1.263, 3.903], [2.918, 1.087, 1.242], [3.159, 2.607, 1.505], [4.298, 0.516, 0.773], [1.864, 0.905, 0.179], [0.670, 0.022, 2.758], [0.285, -0.493, 4.175], [-0.004, 1.344, 2.336], [0.396, -0.923, 1.581], [4.301, -0.734, 3.192], [3.052, -1.694, 2.369], [2.923, -1.363, 4.106], [2.084, 1.942, 3.973], [3.736, 2.833, 2.252], [4.291, -0.231, 0.157], [-0.658, -0.618, 4.370], [-0.532, 2.292, -0.542], [-0.692, 3.339, -1.059], [-0.872, 4.530, -1.662], [-0.942, 5.711, -0.868], [-1.000, 6.663, -0.227], [-0.987, 4.585, -3.081], [-1.067, 4.605, -4.228], [-4.368, -2.179, -3.700], [-3.797, -1.620, -2.647], [-4.534, -1.399, -1.489], [-5.807, -1.751, -1.450], [-3.949, -0.814, -0.377], [-4.666, -0.612, 0.719], [-2.613, -0.432, -0.409], [-2.007, 0.144, 0.654], [-1.916, -0.669, -1.578], [-0.576, -0.303, -1.566], [-2.461, -1.253, -2.699], [-1.734, -1.459, -3.785]],
  "energy_ev": -68034.5881,
  "homo_energy_ev": [-12.35, -12.01],
  "homo_lumo_gap_ev": [6.71, 5.29],
  "charge": 1,
  "lumo_ha": [-0.207, -0.247]
}

[3]
{
  "formula": "C17H25N3O4",
  "method": "ωB97M-V/def2-TZVPD",
  "species": ["C", "N", "C", "O", "C", "C", "C", "C", "C", "C", "O", "C", "C", "N", "C", "O", "C", "N", "C", "C", "O", "C", "C", "C", "H", "H", "H", "H", "H", "H", "H", "H", "H", "H", "H", "H", "H", "H", "H", "H", "H", "H", "H", "H", "H", "H", "H", "H", "H"],
  "positions_angstrom": [[0.743, -2.060, -4.541], [0.347, -1.784, -3.153], [0.405, -2.677, -2.138], [0.794, -3.835, -2.334], [-0.047, -2.202, -0.733], [0.478, -3.144, 0.354], [0.078, -2.748, 1.794], [-1.291, -2.690, 2.127], [-1.667, -2.283, 3.442], [-0.721, -1.946, 4.426], [-1.156, -1.539, 5.658], [0.639, -2.029, 4.087], [1.032, -2.461, 2.784], [0.287, -0.813, -0.352], [-0.296, 0.257, -0.852], [-1.107, 0.204, -1.762], [0.082, 1.577, -0.121], [-1.086, 2.457, -0.249], [-1.452, 3.481, 0.558], [-2.611, 4.290, 0.067], [-0.829, 3.888, 1.540], [1.416, 2.164, -0.625], [1.718, 3.623, -0.178], [1.579, 2.087, -2.154], [0.019, -2.668, -5.032], [0.875, -1.139, -5.074], [1.725, -2.565, -4.590], [-0.106, -0.901, -2.977], [-1.143, -2.241, -0.762], [0.061, -4.173, 0.195], [1.560, -3.155, 0.251], [-2.037, -2.972, 1.388], [-2.708, -2.185, 3.678], [-2.112, -1.539, 5.719], [1.289, -1.797, 4.866], [2.108, -2.539, 2.567], [0.957, -0.701, 0.400], [0.185, 1.399, 0.946], [-1.722, 2.192, -0.990], [-2.546, 5.330, 0.395], [-3.523, 3.863, 0.490], [-2.644, 4.241, -1.022], [2.224, 1.583, -0.237], [1.540, 3.710, 0.913], [2.762, 3.826, -0.406], [1.100, 4.331, -0.724], [1.631, 1.047, -2.490], [2.428, 2.656, -2.539], [0.741, 2.579, -2.610]],
  "e_above_lowest_kj_mol": 20.2,
  "energy_ev": -30696.4637,
  "smiles": "CNC(=O)[C@@H](Cc1ccc(O)cc1)NC(=O)[C@H](NC(C)=O)C(C)C",
  "homo_energy_ev": -8.83,
  "homo_lumo_gap_ev": 9.37,
  "lumo_ha": 0.020
}